Entry 1:
{
  "formula": "C37H34Br2F40O8",
  "method": "ωB97M-V with the def2-TZVPD basis set",
  "fmax_ha_per_bohr": 0.027,
  "energy_ev": -304085.69111,
  "smiles": "Cc1cccc(COC(=O)O[C@H](Br)[C@@H](C)Br)c1.FC(F)C(F)(F)COC(F)(F)C(F)F.FC(F)C(F)(F)COC(F)(F)C(F)F.FC(F)C(F)(F)COC(F)(F)C(F)F.FC(F)C(F)(F)COC(F)(F)C(F)F.FC(F)C(F)(F)COC(F)(F)C(F)F",
  "total_charge": 0,
  "homo_ha": -0.33059,
  "homo_lumo_gap_ev": 9.38,
  "species": ["C", "C", "C", "C", "C", "C", "C", "O", "C", "O", "O", "C", "Br", "C", "C", "Br", "C", "H", "H", "H", "H", "H", "H", "H", "H", "H", "H", "H", "H", "H", "H", "F", "C", "F", "C", "F", "F", "C", "O", "C", "F", "F", "C", "F", "F", "H", "H", "H", "H", "F", "C", "F", "C", "F", "F", "C", "O", "C", "F", "F", "C", "F", "F", "H", "H", "H", "H", "F", "C", "F", "C", "F", "F", "C", "O", "C", "F", "F", "C", "F", "F", "H", "H", "H", "H", "F", "C", "F", "C", "F", "F", "C", "O", "C", "F", "F", "C", "F", "F", "H", "H", "H", "H", "F", "C", "F", "C", "F", "F", "C", "O", "C", "F", "F", "C", "F", "F", "H", "H", "H", "H"],
  "xyz": [[2.033, -2.120, 0.747], [1.558, -1.192, -0.330], [1.935, 0.150, -0.382], [1.456, 0.970, -1.403], [0.575, 0.478, -2.368], [0.173, -0.862, -2.312], [-0.803, -1.328, -3.353], [-1.176, -2.707, -3.266], [-1.948, -3.095, -2.275], [-2.268, -4.225, -2.137], [-2.252, -2.132, -1.368], [-3.578, -1.616, -1.312], [-4.562, -1.861, -2.957], [-3.531, -0.128, -1.007], [-4.895, 0.446, -0.687], [-2.359, 0.182, 0.521], [0.679, -1.680, -1.308], [2.311, -3.072, 0.309], [2.857, -1.706, 1.313], [1.220, -2.324, 1.440], [2.599, 0.533, 0.376], [1.775, 2.001, -1.444], [0.217, 1.133, -3.148], [-1.682, -0.692, -3.372], [-0.340, -1.226, -4.328], [-4.075, -2.110, -0.489], [-3.086, 0.386, -1.850], [-5.567, 0.358, -1.531], [-4.775, 1.505, -0.490], [-5.303, -0.040, 0.191], [0.385, -2.719, -1.283], [-2.158, 6.981, -0.985], [-3.403, 7.390, -0.675], [-3.352, 8.035, 0.513], [-4.367, 6.208, -0.545], [-4.026, 5.443, 0.513], [-5.578, 6.773, -0.269], [-4.593, 5.325, -1.780], [-3.876, 4.107, -1.870], [-2.626, 4.029, -2.421], [-2.269, 5.161, -3.051], [-2.670, 3.048, -3.356], [-1.579, 3.581, -1.399], [-1.540, 4.414, -0.343], [-0.362, 3.595, -1.991], [-3.757, 8.089, -1.437], [-5.630, 5.004, -1.694], [-4.526, 5.901, -2.703], [-1.824, 2.574, -1.053], [7.147, 0.188, 0.753], [6.129, 0.667, 1.492], [5.094, -0.202, 1.382], [5.685, 2.052, 1.016], [5.143, 1.982, -0.219], [4.690, 2.420, 1.873], [6.721, 3.186, 1.065], [7.399, 3.528, -0.131], [8.547, 2.908, -0.537], [9.071, 2.116, 0.416], [9.455, 3.882, -0.786], [8.361, 2.158, -1.861], [7.377, 1.245, -1.762], [9.514, 1.517, -2.159], [6.433, 0.709, 2.542], [6.137, 4.074, 1.282], [7.411, 3.065, 1.900], [8.119, 2.863, -2.659], [-4.852, -3.312, 1.911], [-5.015, -4.148, 0.865], [-5.849, -3.546, -0.021], [-5.608, -5.495, 1.270], [-6.875, -5.345, 1.716], [-5.675, -6.198, 0.109], [-4.801, -6.355, 2.256], [-5.190, -6.349, 3.619], [-4.728, -5.423, 4.513], [-3.720, -4.684, 4.015], [-4.235, -6.106, 5.572], [-5.854, -4.544, 5.068], [-6.506, -3.912, 4.075], [-5.312, -3.613, 5.885], [-4.049, -4.302, 0.371], [-5.001, -7.380, 1.944], [-3.728, -6.209, 2.135], [-6.562, -5.155, 5.631], [-3.392, -10.746, -1.480], [-3.171, -9.727, -0.631], [-4.077, -9.813, 0.377], [-3.341, -8.369, -1.315], [-4.624, -8.185, -1.677], [-3.060, -7.453, -0.339], [-2.409, -8.027, -2.488], [-2.901, -8.205, -3.802], [-2.806, -9.395, -4.470], [-2.019, -10.282, -3.832], [-2.229, -9.136, -5.664], [-4.184, -9.986, -4.786], [-4.902, -10.160, -3.660], [-4.013, -11.190, -5.376], [-2.169, -9.818, -0.204], [-2.267, -6.949, -2.414], [-1.423, -8.476, -2.361], [-4.729, -9.323, -5.461], [6.398, 8.487, 1.269], [6.786, 7.226, 1.527], [6.109, 6.399, 0.694], [6.467, 6.824, 2.969], [5.135, 6.770, 3.156], [6.946, 5.544, 3.094], [7.128, 7.622, 4.102], [6.372, 8.636, 4.732], [6.331, 9.923, 4.262], [7.241, 10.142, 3.295], [6.644, 10.732, 5.297], [4.921, 10.326, 3.818], [4.459, 9.486, 2.872], [4.974, 11.572, 3.297], [7.857, 7.125, 1.327], [7.279, 6.890, 4.894], [8.120, 7.974, 3.817], [4.242, 10.315, 4.672]]
}

=====

Entry 2:
{
  "formula": "C5H10N2",
  "method": "ωB97M-V with the def2-TZVPD basis set",
  "fmax_ha_per_bohr": 0.015,
  "energy_ev": -8325.15216,
  "smiles": "C[C@H]1N[C@H]1[C@H]1CN1",
  "total_charge": 0,
  "homo_ha": -0.34450,
  "homo_lumo_gap_ev": 10.57,
  "relative_energy_kj_mol": 210.4,
  "species": ["C", "C", "N", "C", "C", "C", "N", "H", "H", "H", "H", "H", "H", "H", "H", "H", "H"],
  "xyz": [[-1.938, -0.351, 0.152], [-1.130, -0.296, -1.117], [-0.381, 0.920, -1.404], [0.349, -0.262, -0.959], [0.893, -0.453, 0.437], [2.160, 0.166, 0.885], [0.874, 0.654, 1.388], [-2.971, -0.059, -0.030], [-1.518, 0.327, 0.901], [-1.918, -1.348, 0.597], [-1.546, -0.761, -2.012], [-0.574, 1.616, -0.673], [0.974, -0.689, -1.741], [0.625, -1.408, 0.895], [2.774, -0.330, 1.633], [2.708, 0.779, 0.174], [0.620, 1.495, 0.872]]
}

=====

Entry 3:
{
  "formula": "C23H36BaP2",
  "method": "ωB97M-V with the def2-TZVPD basis set",
  "fmax_ha_per_bohr": 0.060,
  "energy_ev": -43692.20252,
  "total_charge": 0,
  "homo_ha": [-0.14626, -0.19568],
  "homo_lumo_gap_ev": [3.97, 5.24],
  "relative_energy_kj_mol": 605.3,
  "species": ["P", "P", "C", "C", "H", "H", "H", "H", "C", "H", "H", "H", "C", "H", "H", "H", "C", "H", "H", "H", "C", "H", "H", "H", "Ba", "C", "C", "C", "C", "C", "C", "C", "C", "C", "H", "H", "H", "H", "H", "H", "H", "H", "H", "H", "H", "H", "H", "H", "H", "C", "C", "C", "C", "C", "C", "C", "C", "H", "H", "H", "H", "H"],
  "xyz": [[-2.300, -1.952, -1.347], [1.479, -2.495, -0.642], [-1.059, -3.224, -1.679], [-0.039, -3.515, -0.584], [-0.555, -3.020, -2.637], [-1.689, -4.113, -1.856], [-0.509, -3.465, 0.418], [0.310, -4.550, -0.727], [2.510, -3.429, -1.810], [3.548, -3.078, -1.732], [2.196, -3.320, -2.859], [2.463, -4.497, -1.542], [2.243, -2.661, 0.974], [3.199, -3.211, 0.854], [1.607, -3.303, 1.652], [2.522, -1.655, 1.388], [-3.221, -1.992, -2.896], [-3.973, -1.188, -2.947], [-3.717, -2.970, -2.950], [-2.535, -1.896, -3.751], [-3.386, -2.445, -0.014], [-2.846, -2.964, 0.791], [-4.118, -3.145, -0.448], [-3.940, -1.584, 0.402], [0.539, -1.163, 2.751], [1.313, -0.813, -1.777], [0.680, -1.055, -3.048], [0.279, 0.079, -3.869], [-0.776, 1.122, -3.257], [-1.875, 0.593, -2.476], [-1.868, -0.154, -1.220], [-0.632, -0.266, -0.297], [0.684, 0.203, -0.786], [-1.583, 1.096, 1.751], [2.384, -0.589, -1.952], [0.902, -1.984, -3.583], [-0.112, -0.271, -4.838], [1.177, 0.676, -4.092], [-0.193, 1.911, -2.747], [-1.293, 1.654, -4.093], [-2.887, 0.736, -2.878], [-2.740, 0.182, -0.607], [-0.533, -1.264, 0.212], [-1.050, 0.550, 0.784], [0.547, 1.175, -1.278], [1.391, 0.423, 0.080], [-1.787, 0.298, 2.508], [-2.525, 1.525, 1.387], [-0.932, 1.874, 2.145], [1.322, 1.234, 3.371], [1.401, 2.447, 3.671], [1.611, 3.819, 3.993], [2.583, 4.607, 3.317], [2.738, 5.954, 3.629], [1.951, 6.537, 4.623], [1.003, 5.776, 5.314], [0.834, 4.422, 5.022], [3.214, 4.140, 2.553], [3.475, 6.555, 3.097], [2.068, 7.592, 4.867], [0.388, 6.241, 6.085], [0.110, 3.810, 5.578]]
}

=====

Entry 4:
{
  "formula": "Br3O2P",
  "method": "ωB97M-V with the def2-TZVPD basis set",
  "fmax_ha_per_bohr": 0.164,
  "energy_ev": -223508.10733,
  "smiles": "O=P(Br)(Br)OBr",
  "total_charge": 0,
  "homo_ha": [-0.35923, -0.35929],
  "homo_lumo_gap_ev": [6.18, 6.18],
  "relative_energy_kj_mol": 390.3,
  "species": ["O", "P", "Br", "Br", "O", "Br"],
  "xyz": [[-2.356, 0.545, -0.120], [-0.439, -0.040, -0.095], [-0.013, -1.192, -1.873], [-0.134, -1.445, 1.467], [0.458, 1.146, 0.247], [2.483, 0.986, 0.374]]
}